C45H92BNO8 | ωB97M-V with the def2-TZVPD basis set

Structure (ORCA input):
```
! RIJCOSX wB97M-V def2-TZVPD def2/J DEFGRID3
* xyz 0 1
C 2.0149 4.2470 0.6073
C 2.1230 3.0189 1.5650
C 3.2574 2.0468 1.1790
C 3.1287 1.3162 -0.2109
C 1.6929 1.1465 -0.7646
C 1.5196 -0.0663 -1.7104
C 2.1587 0.1442 -3.1098
C 1.2491 -0.1404 -4.3488
C 0.8679 1.1144 -5.2075
C -0.5198 1.7743 -4.9270
C -0.8456 1.8221 -3.4253
C -1.9519 2.8388 -3.0083
C -2.3248 2.5291 -1.5328
C -2.9289 3.7217 -0.7582
C -3.4919 3.2206 0.6204
C -2.7165 2.0314 1.2476
C -3.3413 0.6480 0.9288
C -2.3309 -0.5337 0.8108
B -3.0867 -1.9208 0.9701
C -2.5901 -3.3064 0.4146
C -1.1644 -3.7379 0.9204
N -0.2171 -3.8105 -0.2015
C 1.1559 -3.3204 0.0975
C 2.1114 -4.3389 0.7411
C -0.1999 -5.1126 -0.8145
C 0.0020 -5.0780 -2.3279
O -0.3590 -6.1779 -0.1944
H 2.8862 4.2660 -0.0624
H 1.0816 4.2274 0.0308
H 2.0370 5.1897 1.1784
H 2.3650 3.4317 2.5502
H 1.1488 2.5326 1.6808
H 4.1731 2.6581 1.1448
H 3.3514 1.2863 1.9668
H 3.7226 1.8647 -0.9568
H 3.5380 0.2982 -0.0935
H 1.4352 2.0668 -1.3138
H 0.9638 1.0438 0.0517
H 1.9617 -0.9419 -1.1934
H 0.4395 -0.2742 -1.7972
H 3.0368 -0.5183 -3.1745
H 2.5404 1.1747 -3.1734
H 1.8234 -0.8069 -5.0140
H 0.3573 -0.7226 -4.0631
H 0.9532 0.8747 -6.2786
H 1.6171 1.8824 -4.9558
H -1.3079 1.1739 -5.4120
H -0.5098 2.7899 -5.3544
H -1.1829 0.8248 -3.0950
H 0.0545 2.1318 -2.8814
H -1.4945 3.8405 -3.0847
H -2.8360 2.7543 -3.6595
H -2.9716 1.6422 -1.5349
H -1.3646 2.2728 -1.0484
H -3.7836 4.1162 -1.3301
H -2.1641 4.4854 -0.5758
H -3.4723 4.0480 1.3414
H -4.5243 2.8710 0.4583
H -2.7736 2.1399 2.3441
H -1.6470 2.0273 0.9982
H -4.0125 0.3912 1.7622
H -3.9714 0.6836 0.0284
H -1.5789 -0.4227 1.6107
H -1.7932 -0.4846 -0.1503
H -4.1477 -1.8950 1.5311
H -3.3169 -4.1003 0.6366
H -2.5165 -3.2103 -0.6823
H -1.2965 -4.7131 1.4072
H -0.8063 -3.0304 1.6794
H 1.0525 -2.4650 0.7799
H 1.6105 -2.9764 -0.8467
H 1.7114 -4.7831 1.6646
H 2.4272 -5.1214 0.0397
H 3.0322 -3.8034 1.0242
H -0.7588 -4.4060 -2.7522
H -0.0969 -6.0854 -2.7549
H 0.9882 -4.6436 -2.5532
C 6.7773 -3.8277 -0.1313
C 5.8321 -4.3688 -1.1737
C 6.4495 -4.9011 -2.4455
O 4.6325 -4.3794 -1.0008
H 6.2132 -3.4849 0.7326
H 7.4685 -4.6085 0.1892
H 7.3480 -2.9930 -0.5435
H 7.1279 -5.7242 -2.2158
H 7.0099 -4.1108 -2.9479
H 5.6652 -5.2601 -3.1090
C 2.4210 3.3133 6.4546
C 3.6805 3.5866 5.6681
C 4.9849 3.5087 6.4239
O 3.6421 3.8590 4.4891
H 1.5569 3.4024 5.7991
H 2.4514 2.3055 6.8719
H 2.3266 4.0309 7.2713
H 5.1148 2.5093 6.8429
H 4.9873 4.2355 7.2378
H 5.8110 3.7250 5.7496
C -6.2314 0.7439 3.5573
C -7.2798 0.8468 4.6388
C -8.2801 -0.2820 4.7236
O -7.3184 1.7862 5.4017
H -5.5762 1.6123 3.5999
H -5.6354 -0.1594 3.7002
H -6.7078 0.7071 2.5761
H -7.7644 -1.2259 4.9081
H -8.8360 -0.3605 3.7879
H -8.9760 -0.0899 5.5377
C -4.2992 7.7788 -0.1928
C -3.0163 7.3486 0.4752
C -1.8689 8.3299 0.4513
O -2.9118 6.2633 1.0031
H -5.0385 6.9850 -0.1080
H -4.6849 8.6814 0.2844
H -4.1199 7.9859 -1.2491
H -2.1577 9.2542 0.9544
H -1.5945 8.5593 -0.5797
H -1.0102 7.8983 0.9621
C -5.5133 3.9631 -4.8932
C -6.5432 4.0170 -3.7903
C -7.4741 2.8342 -3.6695
O -6.6174 4.9624 -3.0372
H -4.9095 4.8679 -4.8664
H -4.8649 3.0971 -4.7522
H -6.0031 3.8907 -5.8657
H -6.9002 1.9242 -3.4859
H -8.0455 2.7117 -4.5911
H -8.1613 2.9963 -2.8417
C -0.0129 -10.4379 -3.7384
C 0.5870 -10.3718 -2.3523
C 0.1470 -9.2245 -1.4778
O 1.3822 -11.2021 -1.9700
H 0.3826 -11.3041 -4.2652
H -1.0987 -10.5239 -3.6721
H 0.2365 -9.5343 -4.2973
H -0.9322 -9.2612 -1.3223
H 0.4040 -8.2744 -1.9449
H 0.6464 -9.2873 -0.5138
C 8.7955 -2.1483 3.4995
C 7.3182 -2.4117 3.6698
C 6.5265 -1.3817 4.4383
O 6.7928 -3.4032 3.2115
H 9.2463 -2.9600 2.9322
H 8.9486 -1.2090 2.9654
H 9.2791 -2.0825 4.4754
H 6.5898 -0.4115 3.9428
H 6.9236 -1.2893 5.4508
H 5.4842 -1.6890 4.4891
*
```

Results
HOMO energy: -8.7 eV
Lowest unoccupied orbital energy: 0.355 eV
Gap between HOMO and LUMO: 9.07 eV
SMILES: CCCCCCCCCCCCCCCCCCBCCN(CC)C(C)=O.CC(C)=O.CC(C)=O.CC(C)=O.CC(C)=O.CC(C)=O.CC(C)=O.CC(C)=O
Energy: -66702.32543 eV

C8H15NP | ωB97M-V with the def2-TZVPD basis set

Structure (ORCA input):
```
! RIJCOSX wB97M-V def2-TZVPD def2/J DEFGRID3
* xyz 1 1
C 1.8721 -1.7480 -0.2954
C 0.8753 -0.6711 -0.2412
N -0.4534 -0.8630 -0.4435
C -0.8472 -2.0686 -1.1924
C -1.3079 0.2225 -0.2724
C -2.7502 0.2808 -0.5175
P -0.2096 1.6496 -0.1669
C -0.8038 2.9665 1.0429
C 1.2521 0.6968 0.1598
C 2.6519 1.1912 0.4083
H 2.5955 -1.6400 0.5973
H 2.4459 -1.5459 -1.2062
H 1.4210 -2.7797 -0.2157
H -0.8991 -1.6422 -2.3182
H -1.7922 -2.4598 -0.9434
H -0.1864 -2.9901 -0.9624
H -3.4333 0.3727 0.3986
H -3.0321 -0.4911 -1.2146
H -2.8952 1.2159 -1.0432
H -0.5598 4.0787 0.6665
H -0.2677 2.7920 1.9451
H -1.8612 2.8681 1.1022
H 2.6069 2.2627 0.6153
H 3.2944 1.0979 -0.4595
H 2.8903 0.5654 1.2326
*
```

Results
HOMO energy: -12.3 eV
Relative energy (zero: lowest compared OMol25 entry of this formula, charge and spin): 6.16 kcal per mole
Lowest unoccupied orbital energy: -4.225 eV
Gap between HOMO and LUMO: 8.08 eV
SMILES: CC1=[N+](C)C(C)=P(C)=C1C
Energy: -19309.87728 eV

C3H9NS2 | ωB97M-V with the def2-TZVPD basis set

Structure (ORCA input):
```
! RIJCOSX wB97M-V def2-TZVPD def2/J DEFGRID3
* xyz 0 1
C -2.2133 1.4609 -3.8379
N -1.2392 0.9257 -3.2424
C -1.4683 -0.3625 -2.5718
H -2.0897 2.4562 -4.2482
H -3.1278 0.8588 -3.9369
H -1.7560 -0.0525 -1.5635
H -0.5091 -0.8450 -2.4853
H -2.2339 -0.9669 -3.0586
C 0.7584 -2.0504 2.0200
S 0.1902 -0.3277 2.3037
S 1.8138 0.6242 1.2289
H 1.7076 -2.2632 2.4981
H 0.7727 -2.1804 0.9387
H -0.0117 -2.7465 2.3575
H 2.6900 -0.1862 1.8958
*
```

Results
HOMO energy: -8.7 eV
Relative energy (zero: lowest compared OMol25 entry of this formula, charge and spin): 36.41 kcal per mole
Lowest unoccupied orbital energy: 0.288 eV
Gap between HOMO and LUMO: 8.96 eV
SMILES: C=NC.CSS
Energy: -26416.09792 eV

C18H11BrFN4O9Rb | ωB97M-V with the def2-TZVPD basis set

Structure (ORCA input):
```
! RIJCOSX wB97M-V def2-TZVPD def2/J DEFGRID3
* xyz -2 1
Rb 0.9658 -2.1806 -0.5684
O 4.9833 2.6629 -3.4595
C 4.1172 1.6301 -3.0807
C 4.6212 0.4587 -2.5444
C 3.7471 -0.5490 -2.1532
N 2.4227 -0.4336 -2.2280
C 1.9425 0.7139 -2.7295
C 2.7520 1.7457 -3.1999
C 0.4204 0.9962 -2.6892
O 0.0346 1.9284 -3.4253
O -0.2521 0.2674 -1.9130
C 4.4089 -1.8838 -1.6235
O 5.6537 -1.8238 -1.5768
O 3.6636 -2.8212 -1.2810
H 5.8715 2.3653 -3.2663
H 5.6716 0.2831 -2.4125
H 2.2917 2.6502 -3.6017
Br 3.6741 -0.3450 2.7401
C 2.0082 0.5460 2.4219
C 1.3740 1.1515 3.4946
C 0.1881 1.8174 3.2314
C -0.3094 1.8237 1.9301
C 0.4051 1.1592 0.9556
N 1.5515 0.5163 1.2010
H 1.8130 1.1302 4.4779
H -0.3837 2.2942 4.0199
H -1.2095 2.3601 1.6669
H 0.0573 1.1079 -0.0676
F -2.9644 0.7463 3.4793
C -3.6381 0.1304 2.4824
C -3.0269 -0.2467 1.3327
N -3.6735 -0.9534 0.3498
C -2.8900 -1.5883 -0.7209
C -1.9783 -2.7101 -0.1412
O -1.5392 -2.5407 1.0277
O -1.6805 -3.6165 -0.9517
C -4.9446 -1.4103 0.5440
O -5.5409 -2.1239 -0.2363
N -5.5631 -0.9689 1.6974
C -5.0213 -0.2211 2.7300
O -5.6696 0.0653 3.7257
H -1.9864 -0.0175 1.1494
H -2.2561 -0.8263 -1.2094
H -3.6244 -1.9462 -1.4433
H -6.4870 -1.3434 1.8656
*
```

Results
HOMO energy: -3.3 eV
Relative energy (zero: lowest compared OMol25 entry of this formula, charge and spin): 0.00 kcal per mole
Lowest unoccupied orbital energy: 4.021 eV
Gap between HOMO and LUMO: 7.30 eV
Energy: -116653.83728 eV

C30H22F3I2N5O3Pb | ωB97M-V with the def2-TZVPD basis set

Structure (ORCA input):
```
! RIJCOSX wB97M-V def2-TZVPD def2/J DEFGRID3
* xyz 2 1
Pb -0.4219 -0.7506 -0.2660
C -2.0385 -1.3745 4.5870
O -2.9627 -1.0066 3.5338
C -2.5246 -1.1017 2.3000
O -1.3818 -1.4560 1.9944
N -3.4965 -0.7696 1.4171
N -3.2663 -0.8876 0.0463
H -2.6095 -1.2942 5.5038
H -1.1963 -0.6874 4.5972
H -1.6886 -2.3922 4.4407
H -4.3990 -0.4835 1.7674
H -3.4971 -0.0174 -0.4245
H -3.8293 -1.6405 -0.3401
C 3.8523 -2.2467 -1.4736
C 4.7215 -1.6856 -0.5528
C 4.2227 -0.8386 0.4215
C 2.8635 -0.5628 0.4601
N 2.0293 -1.1216 -0.4293
C 2.5115 -1.9394 -1.3686
C 2.2701 0.3560 1.4747
C 3.0503 1.1574 2.2969
C 2.4288 2.0038 3.1986
C 1.0441 2.0390 3.2519
C 0.3402 1.2199 2.3922
N 0.9387 0.3967 1.5315
H 4.2041 -2.9055 -2.2548
H 5.7808 -1.9026 -0.5921
H 4.8942 -0.4068 1.1481
H 1.7936 -2.3454 -2.0691
H 4.1278 1.1462 2.2294
H 3.0215 2.6404 3.8420
H 0.5212 2.6963 3.9321
H -0.7434 1.2422 2.3690
I -0.6768 -1.6721 -5.7546
C -0.8113 -3.1331 -4.3136
C -0.9531 -4.4637 -4.6611
C -1.0487 -5.4572 -3.6972
I -1.2920 -7.3994 -4.3395
C -0.9861 -5.1362 -2.2928
C -1.0482 -6.0860 -1.2602
C -0.9829 -5.6806 0.0490
C -0.8533 -4.3197 0.3276
N -0.7894 -3.4103 -0.6326
C -0.8511 -3.7927 -1.9168
C -0.7561 -2.7230 -2.9319
O -0.6402 -1.5248 -2.6028
H -0.9964 -4.7343 -5.7074
H -1.1458 -7.1356 -1.5025
H -1.0345 -6.3974 0.8568
H -0.7972 -3.9529 1.3458
F -1.1271 8.8833 -0.2154
C 0.0058 8.2247 -0.4736
F 0.5104 8.7076 -1.6171
F 0.8808 8.5222 0.4999
C -0.2084 6.7345 -0.5628
C -1.4674 6.1837 -0.4005
C -1.6301 4.8089 -0.4772
C -0.5317 3.9895 -0.7211
C 0.7346 4.5564 -0.8907
C 0.8933 5.9263 -0.8141
C -0.6771 2.5606 -0.7911
C -0.8022 1.3561 -0.8420
H -2.3176 6.8249 -0.2159
H -2.6120 4.3696 -0.3602
H 1.5821 3.9158 -1.0976
H 1.8691 6.3739 -0.9516
*
```

Results
HOMO energy (alpha / beta): -13.4 / -13.3 eV
Lowest unoccupied orbital energy (alpha / beta): -7.884 / -7.658 eV
Gap between HOMO and LUMO (alpha / beta): 5.48 / 5.67 eV
Energy: -74645.65917 eV

C19H15Cl3O2 | ωB97M-V with the def2-TZVPD basis set

Structure (ORCA input):
```
! RIJCOSX wB97M-V def2-TZVPD def2/J DEFGRID3
* xyz 0 1
O 2.0990 0.9837 2.2127
C 1.3944 1.4107 1.3137
O 1.7492 1.2699 0.0702
C 0.7667 1.5217 -0.8755
C 1.0396 1.2154 -2.3125
C 1.1283 -0.2907 -2.5838
C 2.2961 -1.0108 -2.4837
C 2.3010 -2.3952 -2.5554
C 1.1034 -3.0577 -2.9553
C -0.0605 -2.2607 -3.1555
C -0.0319 -0.9025 -3.0447
C -0.5636 1.9781 -0.5484
Cl -1.7813 2.2775 -1.7952
C -0.9066 2.4191 0.8536
Cl -1.6847 3.9873 0.8235
C -1.9253 1.4664 1.3616
C -1.4586 0.1044 1.8838
C -2.0194 -0.2909 3.1030
C -1.6470 -1.5131 3.6700
C -0.5062 -2.1332 3.1004
C -0.0495 -1.8251 1.8408
C -0.6247 -0.7706 1.2343
C 0.4324 2.6286 1.5653
Cl 1.1628 4.3318 1.1175
H 0.2986 1.7916 -2.8714
H 1.9634 1.7270 -2.5127
H 3.1633 -0.3714 -2.1809
H 3.2387 -2.9820 -2.6017
H 0.9396 -4.0610 -3.3214
H -1.0408 -2.7265 -3.4573
H -0.9074 -0.3279 -3.2209
H -2.3716 1.9485 2.2368
H -2.6104 1.2074 0.5578
H -2.8213 0.2803 3.6034
H -2.0675 -2.0507 4.4657
H -0.3107 -3.1723 3.4549
H 0.4445 -2.4401 1.1448
H -0.3628 -0.5828 0.1907
H 0.2312 2.6157 2.6714
*
```

Results
HOMO energy: -9.2 eV
Relative energy (zero: lowest compared OMol25 entry of this formula, charge and spin): 8.06 kcal per mole
Lowest unoccupied orbital energy: -0.336 eV
Gap between HOMO and LUMO: 8.85 eV
SMILES: O=C1OC(Cc2ccccc2)=C(Cl)[C@@](Cl)(Cc2ccccc2)[C@@H]1Cl
Energy: -61606.10077 eV

C5H16N2O | ωB97M-V with the def2-TZVPD basis set

Structure (ORCA input):
```
! RIJCOSX wB97M-V def2-TZVPD def2/J DEFGRID3
* xyz 1 2
C 0.7397 -1.9922 0.6030
C 0.3075 -1.3533 -0.7046
C 1.0290 -0.0207 -0.9129
C 0.3374 1.1613 -0.2342
C -0.5070 1.4280 2.1140
N 0.6173 1.2680 1.1935
N 0.5932 -2.2510 -1.8190
H -0.0284 -2.6156 1.0445
H 0.7776 -1.2045 1.3704
H 1.7173 -2.4605 0.5127
H -0.7786 -1.3006 -0.7316
H 2.0617 -0.1248 -0.5635
H 1.2748 0.2180 -1.9460
H 0.5973 2.1192 -0.6985
H -0.7506 1.1327 -0.3462
H -0.2068 1.9637 2.9876
H -1.3783 1.7505 1.5413
H -0.7999 0.4164 2.4097
H 1.2168 2.0952 1.2839
H 0.5337 -1.7726 -2.7101
H 1.4540 -2.7729 -1.7726
H -3.3929 2.0053 -0.5508
H -2.5108 1.1328 -1.4773
O -2.9042 1.1774 -0.5934
*
```

Results
HOMO energy (alpha / beta): -13.0 / -12.5 eV
Relative energy (zero: lowest compared OMol25 entry of this formula, charge and spin): 20.50 kcal per mole
Lowest unoccupied orbital energy (alpha / beta): -2.925 / -7.972 eV
Gap between HOMO and LUMO (alpha / beta): 10.13 / 4.50 eV
Energy: -10463.06698 eV

C6H10O3S | ωB97M-V with the def2-TZVPD basis set

Structure (ORCA input):
```
! RIJCOSX wB97M-V def2-TZVPD def2/J DEFGRID3
* xyz 0 1
C 4.9200 -0.0615 -0.2082
C 4.0202 -0.9728 0.2426
C 2.5954 -0.5912 0.3091
O 2.0594 0.3694 -0.1951
O 1.7421 -1.5190 0.8585
H 6.0027 -0.1676 -0.2138
H 4.4934 0.9782 -0.4730
H 4.5246 -1.7893 0.7809
H 0.7951 -1.3714 0.7536
C -3.5720 0.0019 -1.6418
C -2.7511 0.5195 -0.5005
C -3.2449 0.2632 0.7212
S -2.5171 0.8898 2.2290
O -0.9600 1.0294 1.6774
H -4.5365 -0.3135 -1.2446
H -3.7722 0.9209 -2.3192
H -2.9683 -0.7198 -2.2004
H -1.6909 0.9535 -0.5616
H -4.2028 -0.2096 0.8263
H -0.9372 1.7899 1.1596
*
```

Results
HOMO energy: -8.3 eV
Relative energy (zero: lowest compared OMol25 entry of this formula, charge and spin): 31.75 kcal per mole
Lowest unoccupied orbital energy: 0.302 eV
Gap between HOMO and LUMO: 8.61 eV
SMILES: C=CC(=O)O.C/C=C/SO
Energy: -23359.29764 eV